Record 1
{
  "formula": "C34H26F3N2OReS2Sb",
  "method": "ωB97M-V with the def2-TZVPD basis set",
  "species": ["Re", "C", "C", "N", "N", "C", "S", "S", "C", "C", "C", "C", "C", "C", "C", "C", "C", "C", "C", "C", "C", "O", "H", "H", "H", "H", "H", "H", "H", "H", "H", "H", "H", "H", "H", "H", "F", "C", "C", "C", "C", "C", "C", "Sb", "C", "C", "C", "C", "F", "C", "C", "C", "C", "C", "C", "F", "C", "C", "H", "H", "H", "H", "H", "H", "H", "H", "H", "H", "H", "H"],
  "positions_angstrom": [[-0.40028, -0.41128, 0.53526], [3.83216, 0.20705, 1.93447], [2.40852, -0.25317, 1.89512], [1.70505, -0.15518, 0.78197], [2.50643, 0.17296, -0.30792], [1.93109, 0.35736, -1.41952], [0.15522, 0.25573, -1.57061], [2.93543, 0.68215, -2.79657], [1.78290, 1.29615, -4.05878], [0.90284, 0.29683, -4.77258], [-0.26008, 0.77306, -5.37403], [-1.01370, -0.04788, -6.19782], [-0.62573, -1.36426, -6.40875], [0.51020, -1.85506, -5.78201], [1.27645, -1.02695, -4.97062], [1.88216, -0.86939, 3.11221], [2.72030, -1.04684, 4.22400], [2.31535, -1.75908, 5.33569], [1.05014, -2.32806, 5.36988], [0.19277, -2.16104, 4.29396], [0.60219, -1.43087, 3.19215], [-0.32315, -1.24080, 2.21953], [4.10437, 0.77939, 1.06044], [3.97650, 0.81439, 2.82722], [4.49682, -0.65565, 2.00974], [1.19476, 2.11530, -3.64523], [2.47212, 1.75240, -4.77377], [-0.54990, 1.80880, -5.23508], [-1.89498, 0.34703, -6.68794], [-1.20134, -2.00243, -7.06668], [0.82172, -2.87787, -5.94904], [2.18288, -1.40656, -4.51501], [3.71717, -0.63556, 4.22518], [2.99231, -1.87524, 6.16985], [0.72724, -2.89425, 6.23276], [-0.80155, -2.58186, 4.30354], [-5.82226, 5.29090, 1.66616], [-5.13098, 4.24984, 1.22357], [-5.80122, 3.05690, 0.99721], [-5.08065, 1.97232, 0.53256], [-3.70765, 2.09984, 0.31133], [-3.05316, 3.30682, 0.54642], [-3.77166, 4.39720, 1.00648], [-2.64714, 0.47054, -0.42551], [-2.77742, -1.17077, 0.89996], [-3.24459, -0.91251, 2.20738], [-3.57133, -1.94608, 3.04444], [-3.40144, -3.25139, 2.57464], [-3.69874, -4.24477, 3.39013], [-2.96541, -3.55297, 1.29351], [-2.67260, -2.50081, 0.44832], [-3.27638, -0.05365, -2.33371], [-4.32628, 0.65854, -2.91181], [-4.79981, 0.29122, -4.15965], [-4.21181, -0.78791, -4.79628], [-4.65756, -1.14455, -5.99527], [-3.16983, -1.51201, -4.23837], [-2.69153, -1.13163, -3.00079], [-6.86467, 2.99710, 1.18331], [-5.59663, 1.03673, 0.34977], [-1.98847, 3.41198, 0.37717], [-3.29826, 5.34986, 1.19909], [-3.35260, 0.10988, 2.55229], [-3.95616, -1.78516, 4.04251], [-2.89048, -4.58529, 0.98133], [-2.38219, -2.71334, -0.57392], [-4.77917, 1.50126, -2.40264], [-5.60896, 0.82481, -4.63892], [-2.73796, -2.33707, -4.78581], [-1.85000, -1.67006, -2.58271]],
  "atomic_forces_ev_per_a": [[0.5173, 0.0060, -0.1351], [0.0085, 0.0300, -0.0222], [-0.0134, -0.0365, 0.2077], [-0.3266, -0.0341, -0.1536], [0.0419, 0.0507, 0.0474], [0.0476, -0.0695, -0.0314], [-0.1866, -0.1133, 0.3244], [-0.0138, 0.0412, -0.1021], [-0.0816, -0.0280, 0.0816], [0.0654, -0.0017, -0.0676], [0.0230, 0.0215, -0.0445], [0.0077, 0.0362, 0.0141], [0.0272, -0.0122, 0.0047], [-0.0099, -0.0147, -0.0017], [-0.0132, 0.0232, 0.0417], [-0.0141, 0.0340, -0.0889], [0.0691, -0.0014, 0.0234], [-0.0005, 0.0017, 0.0043], [0.0038, 0.0293, -0.0648], [0.0609, -0.0215, 0.0500], [-0.0712, -0.0257, 0.1086], [-0.1126, 0.0452, -0.0416], [-0.0053, -0.0061, 0.0045], [0.0075, -0.0072, -0.0072], [0.0062, -0.0049, -0.0147], [0.0188, 0.0004, 0.0271], [0.0278, -0.0035, 0.0076], [-0.0128, 0.0033, 0.0028], [0.0069, -0.0137, -0.0072], [-0.0008, -0.0001, -0.0144], [0.0034, 0.0004, 0.0022], [-0.0014, -0.0182, -0.0138], [-0.0034, 0.0015, -0.0151], [-0.0073, -0.0044, 0.0067], [-0.0004, -0.0017, 0.0022], [-0.0575, -0.0014, -0.0380], [0.0071, 0.0005, 0.0012], [-0.0240, -0.0237, -0.0066], [-0.0042, 0.0376, 0.0135], [0.0059, -0.0113, -0.0193], [-0.0709, -0.0601, 0.0090], [0.0207, 0.0115, 0.0235], [0.0230, -0.0098, 0.0039], [-0.0356, 0.1493, -0.2196], [0.0737, -0.0792, 0.0371], [0.0390, 0.0835, -0.0426], [0.0290, -0.1267, 0.0052], [-0.0954, 0.0550, 0.0388], [0.0363, 0.0002, -0.0067], [0.0376, 0.0313, 0.0079], [-0.0233, 0.0352, -0.0352], [-0.0753, 0.0060, 0.0408], [-0.0011, 0.0350, -0.0071], [0.0091, 0.0261, -0.0136], [-0.0261, -0.0406, 0.0622], [0.0086, 0.0112, -0.0201], [-0.0410, 0.0073, -0.0067], [0.0033, -0.0070, 0.0050], [0.0008, -0.0018, 0.0004], [-0.0011, -0.0011, -0.0050], [0.0072, -0.0069, -0.0056], [-0.0045, 0.0020, -0.0020], [0.0162, -0.0016, 0.0119], [0.0164, -0.0032, 0.0005], [0.0182, 0.0022, -0.0029], [0.0303, 0.0014, -0.0071], [0.0079, -0.0072, 0.0028], [0.0007, -0.0112, -0.0067], [-0.0076, -0.0032, 0.0187], [0.0089, -0.0052, 0.0271]],
  "mulliken_charge": [0.681, -1.625, 1.270, 0.283, -0.982, 0.448, -0.138, -0.031, -1.032, 0.591, -0.429, -0.589, -0.721, -0.633, -0.285, 0.254, -0.541, -1.067, -0.610, -0.526, 0.702, -0.366, 0.410, 0.475, 0.420, 0.412, 0.522, 0.406, 0.520, 0.532, 0.442, 0.433, 0.326, 0.420, 0.452, 0.377, -0.290, 0.275, -0.708, -0.008, -0.178, -0.596, -0.601, 1.717, -0.888, -0.031, -0.843, 0.414, -0.310, -0.873, 0.504, 0.531, -0.494, -0.720, 0.164, -0.337, -0.981, -0.154, 0.468, 0.543, 0.406, 0.476, 0.496, 0.483, 0.544, 0.335, 0.423, 0.498, 0.542, 0.391],
  "relative_energy_kcal_mol": 0.0,
  "charge": 2,
  "multiplicity": 2,
  "total_energy_ha": -2909.84592
}

Record 2
{
  "formula": "C34H26F3N4O3PS2W",
  "method": "ωB97M-V with the def2-TZVPD basis set",
  "species": ["W", "N", "C", "C", "C", "C", "C", "N", "C", "C", "C", "C", "C", "N", "H", "H", "H", "H", "H", "H", "H", "H", "H", "F", "C", "F", "F", "C", "C", "C", "C", "N", "C", "S", "H", "H", "H", "O", "S", "O", "O", "C", "C", "C", "C", "C", "C", "P", "C", "C", "C", "C", "C", "C", "C", "C", "C", "C", "C", "C", "H", "H", "H", "H", "H", "H", "H", "H", "H", "H", "H", "H", "H", "H"],
  "positions_angstrom": [[-0.31104, 0.62716, -1.05833], [2.29851, 2.78139, -1.86721], [2.71810, 1.68076, -1.17588], [4.11255, 1.53426, -1.04616], [4.62704, 0.47926, -0.34889], [3.73869, -0.43166, 0.23139], [2.40274, -0.23020, 0.05319], [1.84956, 0.80106, -0.65244], [1.06052, 3.35575, -2.06326], [1.07983, 4.61512, -2.67908], [-0.09527, 5.26500, -2.94451], [-1.28700, 4.63613, -2.58691], [-1.22822, 3.41337, -1.98119], [-0.07114, 2.74737, -1.69307], [3.05429, 3.34146, -2.22920], [4.76023, 2.27007, -1.50257], [5.69668, 0.36022, -0.24440], [4.08200, -1.27746, 0.80854], [1.70308, -0.92667, 0.48440], [2.03212, 5.05724, -2.93819], [-0.09257, 6.23446, -3.42281], [-2.25143, 5.07991, -2.78159], [-2.15230, 2.92239, -1.73001], [-1.18601, -2.63902, -6.15459], [-0.26400, -1.73914, -5.80414], [0.79678, -1.91894, -6.59778], [-0.75673, -0.52503, -6.04578], [0.12788, -1.92990, -4.35593], [0.68751, -3.14012, -3.99105], [1.07980, -3.36565, -2.67448], [0.88463, -2.36928, -1.75004], [0.33668, -1.18621, -2.08455], [-0.02459, -0.94935, -3.37781], [-0.58177, 0.69313, -3.49138], [0.82443, -3.90892, -4.74143], [1.52190, -4.30275, -2.37192], [1.14493, -2.52498, -0.71557], [-2.36361, 0.06361, -1.20099], [-2.93578, 1.04240, -0.20452], [-3.99684, 1.85760, -0.66619], [-1.65376, 1.77556, 0.17329], [-3.39768, 0.12995, 1.19793], [-4.72470, 0.09488, 1.58563], [-5.07328, -0.68026, 2.68480], [-4.09957, -1.39589, 3.35927], [-2.76996, -1.35151, 2.94989], [-2.39716, -0.58029, 1.85691], [-0.63369, -0.48532, 1.38433], [-0.08845, -2.17187, 1.76120], [-0.64712, -3.18735, 0.98119], [-0.37477, -4.51523, 1.26148], [0.45753, -4.84150, 2.32543], [0.99419, -3.83967, 3.12033], [0.71257, -2.50699, 2.85194], [0.07159, 0.68742, 2.58301], [-0.77633, 1.60356, 3.20905], [-0.26188, 2.56542, 4.06390], [1.10136, 2.62983, 4.30160], [1.95330, 1.72465, 3.68606], [1.44532, 0.76075, 2.83035], [-5.46426, 0.65968, 1.03531], [-6.10379, -0.72301, 3.00770], [-4.36939, -1.99902, 4.21550], [-2.02908, -1.92300, 3.49353], [-1.32485, -2.94519, 0.16678], [-0.82209, -5.29474, 0.65951], [0.66758, -5.87863, 2.54830], [1.61722, -4.09415, 3.96683], [1.09385, -1.74166, 3.51188], [-1.84302, 1.56783, 3.04308], [-0.93199, 3.26234, 4.54800], [1.49970, 3.37825, 4.97298], [3.01675, 1.76135, 3.87994], [2.13367, 0.05995, 2.37939]],
  "atomic_forces_ev_per_a": [[-0.1820, 0.6877, -0.1888], [-0.0440, -0.1041, -0.0938], [0.0016, 0.0298, 0.0827], [-0.0817, -0.0347, 0.0289], [0.0030, 0.0107, 0.0036], [-0.0693, 0.0119, -0.0656], [0.0176, -0.0180, -0.1967], [0.2773, -0.0506, 0.0031], [0.0723, 0.1291, 0.0403], [-0.0360, -0.0611, 0.0580], [-0.0223, -0.0616, 0.0292], [0.0334, -0.0215, 0.0234], [-0.1288, -0.0373, -0.0068], [0.0359, 0.1898, -0.0852], [-0.0104, -0.0191, 0.0002], [0.0058, 0.0109, 0.0001], [0.0076, -0.0024, -0.0018], [0.0035, -0.0210, -0.0027], [-0.0090, -0.0441, -0.0337], [0.0099, 0.0059, 0.0014], [-0.0026, 0.0065, -0.0077], [-0.0068, 0.0078, -0.0055], [0.0501, 0.0096, -0.0114], [-0.0764, -0.0831, 0.0066], [-0.0123, 0.0092, 0.0005], [0.1113, -0.0201, -0.0238], [-0.0346, 0.0951, 0.0176], [-0.0038, 0.1002, 0.0822], [0.0290, -0.0402, 0.0848], [-0.0348, 0.0228, -0.0749], [-0.1225, 0.0290, -0.0177], [-0.1256, -0.2732, -0.3206], [0.0657, 0.0559, 0.2702], [0.3337, -0.2563, -0.0479], [-0.0027, -0.0078, -0.0037], [0.0077, -0.0096, -0.0055], [0.0209, 0.0498, 0.0396], [-0.1483, -0.0723, 0.0570], [0.1140, -0.0402, 0.0028], [0.0142, 0.0127, -0.0099], [-0.1168, -0.1164, 0.0836], [-0.0199, -0.0036, -0.0628], [-0.0507, -0.0106, 0.0061], [-0.0167, 0.0543, -0.0508], [0.0607, -0.0191, 0.0125], [-0.0164, 0.0054, 0.0105], [0.0367, -0.1056, 0.1093], [0.1019, -0.0620, 0.0704], [-0.0492, -0.0025, 0.1836], [-0.0338, -0.0338, -0.0947], [-0.0081, 0.0141, -0.0224], [0.0051, 0.0052, 0.0273], [0.0025, -0.0452, 0.0012], [0.0255, 0.0561, -0.0917], [-0.0284, 0.0108, 0.0159], [0.0328, -0.0557, 0.0019], [-0.0224, -0.0038, -0.0130], [0.0307, 0.0325, 0.0256], [0.0005, -0.0181, -0.0032], [0.0060, -0.0436, 0.0250], [-0.0056, 0.0155, -0.0025], [-0.0128, 0.0069, -0.0024], [-0.0006, -0.0035, 0.0042], [0.0149, 0.0063, -0.0043], [0.0368, 0.0242, 0.0021], [-0.0005, -0.0101, 0.0013], [0.0102, -0.0105, -0.0030], [0.0025, -0.0027, 0.0093], [0.0482, 0.0698, 0.0110], [-0.0356, 0.0114, -0.0137], [-0.0097, 0.0047, 0.0022], [0.0038, 0.0043, 0.0052], [0.0135, -0.0066, 0.0065], [-0.0656, 0.0361, 0.1214]],
  "mulliken_charge": [2.777, 0.182, 0.746, -0.841, -0.936, -1.427, -1.044, 0.276, 0.603, -1.016, -0.543, -0.909, -0.183, 0.047, 0.206, 0.496, 0.478, 0.645, 1.069, 0.454, 0.460, 0.519, 0.306, -0.242, 0.481, -0.245, -0.247, 0.095, -0.366, -1.547, 0.254, -0.663, 0.811, -0.483, 0.510, 0.482, 0.748, -0.667, 1.634, -0.672, -0.665, 0.776, -0.532, -0.742, -0.874, -0.457, -0.926, 1.246, 1.099, -0.765, -0.764, -0.660, -0.742, -0.326, 0.989, -0.761, -0.907, -0.775, -1.052, -0.016, 0.595, 0.445, 0.461, 0.553, 0.469, 0.537, 0.443, 0.482, 0.538, 0.393, 0.476, 0.441, 0.491, 0.281],
  "charge": 2,
  "multiplicity": 3,
  "total_energy_ha": -3260.02167
}